Below is a cluster of 3 separate species, C24H46N2O13P2 in total at a distorted geometry, with properties calculated with the ωB97M-V functional and the def2-TZVPD basis.

Structure (XYZ):
```
87
Properties=species:S:1:pos:R:3:lowdin_charge:R:1
C 1.475 -5.024 5.436 -0.07
C 0.964 -5.220 3.985 -0.24
O -0.375 -4.770 3.859 -0.14
C -1.297 -5.789 4.193 -0.19
N -2.593 -5.146 4.273 -0.04
C -3.597 -5.925 5.011 -0.12
C -4.428 -4.941 5.876 -0.08
C -5.717 -5.562 6.383 -0.52
O -6.385 -6.248 5.675 0.14
O -6.068 -5.289 7.666 0.10
C -3.059 -4.717 3.002 -0.48
O -3.114 -5.396 2.034 0.20
O -3.520 -3.412 2.965 0.08
C -2.490 -2.543 3.355 -0.24
C -2.366 -2.111 4.667 0.01
C -1.298 -1.281 4.980 -0.05
C -0.425 -0.934 3.958 -0.14
N -0.537 -1.301 2.686 0.09
C -1.569 -2.098 2.426 -0.07
H 1.606 -5.971 5.959 0.07
H 2.408 -4.461 5.439 0.07
H 0.742 -4.410 5.966 0.08
H 1.574 -4.571 3.357 0.12
H 1.077 -6.256 3.649 0.12
H -1.239 -6.609 3.464 0.15
H -1.048 -6.109 5.213 0.14
H -4.300 -6.467 4.375 0.13
H -3.091 -6.581 5.718 0.13
H -4.651 -4.093 5.221 0.12
H -3.806 -4.534 6.677 0.12
H -5.803 -4.383 7.869 0.11
H -3.085 -2.462 5.394 0.10
H -1.185 -0.961 6.007 0.10
H 0.425 -0.305 4.214 0.11
H -1.702 -2.424 1.395 0.14
C -2.767 5.654 1.309 -0.08
C -2.843 4.149 1.493 -0.28
O -2.060 3.437 0.532 -0.21
P -0.428 3.560 0.609 0.57
O -0.060 2.787 1.824 -0.22
O 0.040 2.506 -0.551 -0.24
C 0.774 1.315 -0.253 -0.27
C -0.157 0.146 -0.016 -0.08
O -0.305 4.828 -0.392 -0.21
C -0.169 4.755 -1.818 -0.25
C -1.386 4.207 -2.528 -0.07
H -1.760 6.029 1.511 0.07
H -3.454 6.158 1.990 0.08
H -3.017 5.933 0.286 0.08
H -2.526 3.867 2.501 0.11
H -3.871 3.814 1.364 0.12
H 1.446 1.472 0.589 0.11
H 1.404 1.108 -1.121 0.10
H -0.931 0.384 0.710 0.06
H 0.399 -0.719 0.341 0.07
H -0.667 -0.125 -0.945 0.08
H 0.736 4.217 -2.086 0.07
H -0.015 5.784 -2.152 0.12
H -1.616 3.187 -2.228 0.07
H -1.209 4.208 -3.606 0.08
H -2.266 4.814 -2.312 0.08
C 6.002 1.141 -7.956 -0.08
C 6.127 1.668 -6.538 -0.28
O 4.926 2.291 -6.074 -0.21
P 3.610 1.352 -5.817 0.56
O 3.946 0.573 -4.598 -0.22
O 2.553 2.426 -5.182 -0.24
C 2.066 2.327 -3.846 -0.27
C 2.940 3.109 -2.886 -0.07
O 2.985 1.513 -7.302 -0.21
C 2.083 2.549 -7.722 -0.26
C 2.697 3.930 -7.739 -0.07
H 5.282 0.321 -8.012 0.07
H 6.964 0.768 -8.311 0.08
H 5.656 1.923 -8.631 0.08
H 6.409 0.865 -5.851 0.11
H 6.907 2.428 -6.495 0.12
H 1.967 1.286 -3.543 0.10
H 1.058 2.748 -3.847 0.11
H 3.994 2.855 -2.997 0.08
H 2.641 2.920 -1.854 0.06
H 2.854 4.180 -3.082 0.08
H 1.168 2.517 -7.134 0.11
H 1.795 2.283 -8.741 0.12
H 3.032 4.246 -6.753 0.07
H 1.959 4.652 -8.091 0.08
H 3.565 3.958 -8.399 0.08
```

Results
HOMO energy (hartree): -0.348
Frontier orbital gap (eV): 9.8
Electronic energy (eV): -73810.5114
Structure (SMILES): CCOCN(CCC(=O)O)C(=O)Oc1cccnc1.CCOP(=O)(OCC)OCC.CCOP(=O)(OCC)OCC
LUMO energy (Ha): 0.012
Total charge: 0